(one)
{
  "formula": "C4H12N2",
  "method": "wB97M-V/def2-TZVPD",
  "symbols": ["H", "C", "H", "H", "H", "H", "H", "H", "N", "N", "C", "H", "H", "C", "H", "H", "H", "C"],
  "coordinates": [[1.02099, -4.27761, 4.09625], [0.63042, 2.32671, -1.13241], [-0.47545, 3.38097, -2.68789], [-2.05604, 1.55673, -1.64795], [-0.07536, -1.85827, 2.85522], [1.56190, 2.84220, -1.37405], [-0.97585, 0.36633, -2.32592], [-1.90235, 1.47481, -3.38546], [0.42211, -3.46729, 4.11962], [0.69214, -3.47243, 1.83991], [-1.34301, 1.38464, -2.45852], [0.31007, 2.87203, -0.25344], [0.44987, -2.90152, 1.03832], [0.34243, -2.86522, 2.89994], [1.01488, 1.33362, -0.89900], [0.47584, 2.01979, -3.23945], [0.07052, -3.08578, 4.97308], [-0.16311, 2.37030, -2.41823]],
  "homo_energy_ev": -9.2246,
  "gap_ev": 10.030
}


(two)
{
  "formula": "C4H12N2",
  "method": "wB97M-V/def2-TZVPD",
  "symbols": ["H", "C", "C", "H", "N", "H", "H", "H", "H", "H", "H", "H", "H", "N", "H", "C", "C", "H"],
  "coordinates": [[-1.99613, -0.62400, -0.00413], [0.25106, 0.72962, 0.76246], [-0.46663, 0.74052, -0.56712], [-1.18609, 1.55010, -0.66960], [-2.11498, -0.27621, -2.04438], [-1.61163, 0.32609, -2.67090], [2.60574, -0.84824, 2.50596], [-0.49084, 0.63440, 1.55627], [1.79304, -0.45382, -0.09821], [0.81398, 1.65038, 0.85441], [0.21191, 0.81357, -1.42831], [-2.37051, -1.14570, -2.48957], [-0.70352, -1.41832, -0.87060], [2.25230, -0.14402, 1.89541], [2.71929, 0.73504, 1.94093], [-1.30815, -0.50380, -0.83984], [1.28741, -0.39761, 0.86007], [0.76333, -1.33719, 1.01622]],
  "homo_energy_ev": -8.6269,
  "gap_ev": 9.865
}


Least stable structure: (one)


(one)
{
  "formula": "C4H12N2",
  "method": "wB97M-V/def2-TZVPD",
  "symbols": ["H", "H", "H", "H", "H", "H", "C", "C", "H", "H", "H", "C", "C", "N", "H", "H", "N", "H"],
  "coordinates": [[-0.84793, 4.27174, -1.13007], [-3.06592, 1.01458, -0.28897], [2.47944, -0.77708, 0.06548], [1.01459, -0.83615, 1.81986], [0.07442, -1.45674, 0.51774], [1.86370, -2.23963, -0.70224], [-1.22186, 3.40287, -1.66650], [2.12449, -1.78773, 0.25605], [-1.63279, 3.68893, -2.62843], [2.92648, -2.35204, 0.72341], [-1.47608, 0.91142, -1.24927], [0.89711, -1.71847, 1.17522], [-2.25329, 1.52900, -0.78438], [-2.28397, 2.78348, -0.90063], [1.38846, -3.08497, 2.62084], [-0.27964, -3.15464, 2.08644], [0.68051, -2.91732, 1.93212], [-0.38771, 2.72275, -1.84664]],
  "homo_energy_ev": -8.8435,
  "gap_ev": 9.776
}


(two)
{
  "formula": "C4H12N2",
  "method": "wB97M-V/def2-TZVPD",
  "symbols": ["H", "C", "H", "C", "H", "H", "H", "N", "H", "C", "H", "H", "H", "N", "H", "C", "H", "H"],
  "coordinates": [[3.34237, 3.10684, 0.78877], [-2.19529, -2.63082, -0.87099], [-1.17501, -2.74920, -0.49680], [2.35686, 2.54790, 1.08244], [1.69352, 0.25079, 2.47772], [-2.28076, -3.18210, -1.85176], [2.14308, 2.66495, 2.23850], [-2.51672, -1.17542, -0.91140], [3.34142, 0.75282, 0.83652], [1.37658, 0.33639, 1.41612], [-1.20368, -0.61535, -2.46883], [0.41596, 0.75744, 1.38001], [1.29489, -0.69304, 0.89251], [2.34468, 1.14447, 0.68170], [-2.82374, -2.91987, -0.05893], [-2.00179, -0.39912, -1.77937], [-2.32627, 0.62263, -1.79005], [1.56430, 3.09467, 0.57097]],
  "homo_energy_ev": -8.7607,
  "gap_ev": 9.786
}


(three)
{
  "formula": "C4H12N2",
  "method": "wB97M-V/def2-TZVPD",
  "symbols": ["H", "H", "C", "H", "N", "N", "H", "H", "H", "H", "H", "C", "C", "H", "H", "H", "C", "H"],
  "coordinates": [[3.60153, 1.20541, -0.41915], [1.52921, 0.16083, 0.83652], [3.17444, 1.34733, 0.57683], [-4.25718, -1.95767, 0.16840], [1.73069, 1.12637, 0.59925], [-2.33795, -2.13628, -0.55379], [1.58536, 1.01279, -1.51979], [3.65567, 0.62166, 1.22808], [-3.36384, -0.42189, 0.29164], [3.40711, 2.36592, 0.89440], [-3.96645, -0.98675, -1.25267], [1.06573, 1.45324, -0.65945], [-3.51259, -1.32425, -0.31780], [0.98469, 2.53551, -0.78318], [0.04998, 1.06348, -0.65345], [-0.51900, -2.67092, 0.16180], [-1.40370, -2.04517, 0.27940], [-1.42371, -1.34961, 1.12296]],
  "homo_energy_ev": -8.8279,
  "gap_ev": 9.809
}


Least stable structure: (two)


(one)
{
  "formula": "C4H12N2",
  "method": "wB97M-V/def2-TZVPD",
  "symbols": ["H", "N", "H", "H", "H", "C", "H", "N", "C", "H", "C", "H", "H", "H", "C", "H", "H", "H"],
  "coordinates": [[0.36886, -0.49700, 1.88735], [-1.80863, 1.06406, 0.68845], [-2.18647, -0.78162, -1.66725], [2.12930, 0.34626, -1.88104], [1.59952, 1.61751, -0.73895], [1.59708, -0.44617, 0.03468], [-0.90335, 1.35706, 0.27469], [-1.43399, -0.57440, -0.96822], [-1.98630, -0.35298, 0.35368], [2.06058, 0.12602, 2.00631], [2.13435, 0.62926, -0.81146], [3.20423, 0.71191, -0.59625], [-2.44128, 1.54824, 0.13922], [-0.61401, -1.27753, -1.00700], [1.27593, -0.34249, 1.35615], [-2.98375, -0.76568, 0.30301], [1.37740, -1.40686, -0.44884], [-1.38946, -0.95559, 1.07549]],
  "homo_energy_ev": -8.3634,
  "gap_ev": 9.181
}


(two)
{
  "formula": "C4H12N2",
  "method": "wB97M-V/def2-TZVPD",
  "symbols": ["H", "H", "N", "H", "H", "C", "C", "H", "H", "H", "N", "C", "H", "H", "H", "H", "H", "C"],
  "coordinates": [[0.12673, 1.72923, 0.43429], [0.36700, 1.06285, -1.16070], [-1.55998, 0.79515, -0.33551], [0.53775, 0.44188, 2.47316], [1.58120, -0.97284, 2.28652], [1.22015, -0.06811, 1.78465], [-1.94325, -0.11354, -1.41383], [2.08049, 0.58851, 1.61247], [-3.03507, -0.15886, -1.47481], [-1.56886, 0.23819, -2.38098], [1.45826, -1.08381, -0.42862], [-0.09734, 0.85386, -0.18802], [1.85676, -1.89439, 0.04466], [2.23905, -0.46083, -0.62812], [-0.28484, -1.13455, 0.71378], [-1.90052, 1.72702, -0.57132], [-1.58606, -1.13331, -1.24296], [0.50854, -0.41645, 0.47534]],
  "homo_energy_ev": -8.8234,
  "gap_ev": 9.999
}


Least stable structure: (one)